Record 1
{"formula": "C5H12NO", "method": "wB97M-V/def2-TZVPD", "e_homo_ev": -12.7, "multiplicity": 1, "total_charge": 1, "e_tot_ha": -327.3909, "de_lowest_kcal_mol": 43.1, "species": ["C", "C", "C", "N", "H", "H", "H", "H", "H", "H", "H", "H", "O", "C", "C", "H", "H", "H", "H"], "coordinates": [[-1.59721, -1.09661, 0.85769], [-0.73037, 0.09795, 1.16716], [0.60204, 0.27334, 1.38235], [-1.59310, 1.32756, 1.50638], [-0.96980, -1.75545, 0.21172], [-1.88529, -1.60532, 1.81164], [-2.50475, -0.74457, 0.25585], [1.01258, 1.24834, 1.67520], [1.23350, -0.61597, 1.17027], [-2.32045, 1.02129, 2.16785], [-2.09469, 1.73220, 0.65980], [-1.04751, 2.07783, 1.89814], [3.28491, 0.64719, -1.75322], [2.11061, 0.49263, -2.05857], [1.41497, -0.83022, -2.08965], [1.46373, 1.36564, -2.35427], [1.70820, -1.38007, -3.04124], [0.27866, -0.75867, -2.25713], [1.63398, -1.49709, -1.20997]]}


Record 2
{"formula": "C3H7NO2", "method": "wB97M-V/def2-TZVPD", "e_homo_ev": -9.8, "smiles": "CCOC(N)=O", "multiplicity": 1, "total_charge": 0, "e_tot_ha": -323.7292, "de_lowest_kcal_mol": 32.5, "species": ["C", "C", "O", "C", "N", "O", "H", "H", "H", "H", "H", "H", "H"], "coordinates": [[0.18901, 1.47310, -1.14087], [1.08807, 0.48417, -0.47158], [0.30820, -1.07572, -0.17471], [-0.55172, -0.82287, 0.76671], [-1.05100, -1.91031, 1.41238], [-0.69973, 0.32779, 1.21398], [0.80293, 2.10906, -1.79217], [-0.27838, 2.14537, -0.42044], [-0.58264, 0.97886, -1.73169], [1.76441, -0.00123, -1.16946], [1.65085, 0.88569, 0.36520], [-1.76698, -1.76705, 2.10468], [-0.87302, -2.82685, 1.03794]]}